119
Properties=species:S:1:pos:R:3:forces:R:3 method="wB97M-V/def2-TZVPD" charge=+1 e_homo_ev=-9.544 gap_ev=6.1710 de_lowest_ev=1.479
Y 0.01184 -0.40429 0.67346 0.94 -0.34 0.92
O 4.65262 0.49225 2.31270 0.20 0.01 0.31
C 3.35516 0.25154 2.21051 -0.06 -0.01 -0.37
O 2.77552 0.06219 1.17136 -0.07 0.14 -0.16
C 2.65298 0.20526 3.52132 -0.11 0.03 0.36
C 3.25755 0.49679 4.73859 0.10 0.01 -0.14
C 2.49648 0.38989 5.88826 -0.08 -0.05 0.03
C 1.17666 -0.02940 5.78513 0.02 -0.02 -0.07
C 0.66724 -0.29050 4.51996 0.05 0.06 0.07
N 1.38438 -0.15402 3.41409 0.05 0.01 -0.19
C -0.73829 -0.71855 4.20550 0.17 0.09 0.02
O -1.51141 -1.19277 5.16816 -0.29 -0.01 -0.02
O -1.14252 -0.62847 3.07714 -0.11 -0.04 -0.16
H 5.06733 0.47492 1.43930 -0.07 -0.03 -0.16
H 4.29194 0.80741 4.76843 0.00 -0.02 0.01
H 2.92424 0.61941 6.85437 0.00 0.00 0.00
H 0.57042 -0.12867 6.67625 0.00 0.03 0.00
H -1.07343 -1.25552 6.02340 0.14 -0.01 0.04
O -1.32865 3.24076 -0.42482 -0.14 0.42 0.20
C -0.42248 4.16294 -0.90329 0.16 -0.04 -0.39
C -0.61980 5.53631 -0.89205 -0.01 -0.04 0.13
C 0.31217 6.35957 -1.50667 -0.01 0.00 0.01
C 1.43072 5.82124 -2.12320 0.13 0.07 -0.03
C 1.69189 4.46493 -2.01409 -0.07 -0.03 -0.02
C 0.78444 3.63358 -1.36997 -0.57 -0.19 -0.05
P 1.23529 1.99323 -0.67445 0.56 0.78 -0.22
C 1.95226 2.82993 0.80488 0.09 -0.18 0.06
C 3.15095 3.53859 0.80269 0.08 -0.08 0.08
C 3.60000 4.15980 1.95886 0.00 0.04 -0.05
C 2.82798 4.13262 3.11260 -0.05 0.01 0.04
C 1.59624 3.49464 3.10175 0.00 0.04 0.13
C 1.16972 2.83703 1.95810 0.01 -0.13 -0.13
C 2.59124 1.50400 -1.79317 -0.10 -0.07 0.01
C 2.17968 1.24211 -3.10183 0.01 0.09 0.06
C 3.07046 0.75142 -4.03945 0.02 0.01 -0.05
C 4.38579 0.50085 -3.67588 0.05 -0.04 0.01
C 4.80320 0.75553 -2.37985 0.07 0.00 -0.01
C 3.91200 1.25640 -1.44163 -0.07 0.03 -0.09
C -2.63887 3.22858 -0.89854 -0.21 -0.23 -0.12
C -3.21617 4.24168 -1.66092 0.19 0.06 0.03
C -4.53949 4.14921 -2.05550 0.02 0.00 0.01
C -5.30365 3.05391 -1.69469 -0.11 -0.05 -0.02
C -4.70509 2.02575 -0.99343 0.08 0.07 0.00
C -3.36713 2.07674 -0.60829 0.33 -0.01 0.02
P -2.57738 0.50099 0.02592 -1.34 1.20 -0.50
C -3.77769 0.31406 1.39871 0.08 -0.13 0.02
C -4.99723 -0.35217 1.40945 0.04 -0.08 0.03
C -5.81734 -0.30737 2.52864 -0.05 -0.02 0.01
C -5.43264 0.39740 3.65606 -0.01 0.01 0.02
C -4.22777 1.08574 3.65151 -0.02 0.02 0.03
C -3.42321 1.05590 2.52678 -0.04 -0.02 -0.07
C -2.93051 -0.40977 -1.52724 0.11 -0.08 0.12
C -1.97442 -0.18080 -2.51736 -0.09 0.05 0.04
C -2.07730 -0.77981 -3.76055 -0.01 -0.03 -0.07
C -3.15090 -1.61281 -4.04111 0.04 0.01 -0.03
C -4.11297 -1.83717 -3.07005 -0.02 0.01 0.03
C -4.00240 -1.24262 -1.82034 -0.01 -0.04 0.04
H -1.47864 5.96341 -0.39449 -0.08 -0.04 -0.07
H 0.15354 7.42972 -1.51265 -0.02 0.00 -0.01
H 2.12260 6.46586 -2.64885 0.01 -0.01 0.02
H 2.60112 4.04612 -2.42798 0.02 0.03 0.04
H 3.73342 3.61685 -0.10621 0.02 -0.02 0.01
H 4.54407 4.68962 1.95316 -0.01 0.00 -0.01
H 3.17106 4.63305 4.00904 0.00 0.01 -0.02
H 0.96785 3.52088 3.98455 0.00 -0.04 -0.02
H 0.19518 2.35138 1.94564 -0.03 0.04 0.05
H 1.14907 1.43438 -3.38399 0.00 -0.04 -0.04
H 2.74559 0.55607 -5.05298 -0.05 0.00 0.02
H 5.08444 0.10414 -4.40062 -0.01 0.01 -0.01
H 5.83199 0.56551 -2.09988 -0.01 0.01 0.01
H 4.25343 1.46807 -0.44144 0.01 -0.03 0.09
H -2.64570 5.09391 -1.98432 0.05 0.07 0.02
H -4.96659 4.94192 -2.65523 0.00 0.02 0.02
H -6.34135 2.98447 -1.99239 0.00 -0.01 0.02
H -5.27940 1.13905 -0.76089 -0.04 -0.01 -0.02
H -5.33277 -0.92368 0.55920 0.01 0.02 0.01
H -6.76683 -0.82683 2.51259 0.02 -0.02 0.01
H -6.07251 0.42263 4.52828 0.00 -0.01 0.00
H -3.92374 1.64599 4.52728 0.00 0.05 -0.05
H -2.50547 1.63352 2.50746 0.06 0.01 0.06
H -1.13580 0.47913 -2.31010 0.00 0.01 -0.03
H -1.31825 -0.60746 -4.51339 0.01 0.03 0.03
H -3.23253 -2.08210 -5.01261 -0.01 -0.01 0.01
H -4.95765 -2.48195 -3.27637 0.01 -0.01 -0.02
H -4.76032 -1.45756 -1.08347 0.02 -0.02 -0.03
C 0.55533 -4.54139 -3.43043 0.20 0.14 0.16
Si 2.26031 -4.46774 -2.62647 0.07 -0.12 -0.19
C 2.89814 -6.24754 -2.59957 0.05 0.25 0.02
C 3.44768 -3.33924 -3.56041 -0.18 -0.20 0.01
C 2.23881 -3.87415 -0.81601 -0.17 -0.07 -0.06
C 2.88625 -4.57942 0.18320 -0.04 0.00 -0.12
C 2.83879 -4.15918 1.51315 0.03 0.00 0.12
C 2.08489 -3.05160 1.81211 0.01 -0.04 0.08
N 1.45612 -2.32534 0.88099 0.06 -0.53 -0.14
C 1.57073 -2.69106 -0.41880 0.14 0.07 0.25
S 0.88413 -1.58310 -1.55394 0.19 0.20 -0.43
H 0.66231 -4.82234 -4.48143 0.08 -0.04 0.02
H 0.03166 -3.58794 -3.39199 -0.03 0.03 0.02
H -0.06989 -5.29718 -2.95066 0.02 0.00 0.03
H 2.59344 -6.76828 -3.50913 0.01 0.05 -0.04
H 2.48107 -6.80657 -1.75908 -0.01 -0.01 -0.01
H 3.98728 -6.30147 -2.54295 0.00 -0.02 0.06
H 3.59338 -3.68682 -4.58602 -0.01 0.00 0.00
H 4.42477 -3.31580 -3.07254 -0.01 -0.03 0.03
H 3.06276 -2.31978 -3.59278 -0.03 0.03 0.01
H 3.44519 -5.47465 -0.06610 -0.03 -0.01 0.01
H 3.35613 -4.69783 2.29445 -0.03 -0.01 0.01
H 1.98217 -2.71397 2.83859 -0.05 0.00 -0.01
C -3.18972 -3.17932 1.50766 0.24 0.16 -0.02
C -1.84327 -2.99799 0.81466 -0.19 -0.40 0.03
C -1.79165 -3.82549 -0.46736 0.09 0.17 0.13
O -1.58360 -1.63728 0.55270 -0.25 -0.81 0.18
H -3.30189 -4.21631 1.82699 -0.06 0.00 0.01
H -3.99913 -2.93479 0.81750 -0.03 -0.03 0.02
H -3.25934 -2.52192 2.37539 -0.05 -0.04 0.02
H -1.06707 -3.38116 1.49846 0.01 0.03 -0.02
H -2.56003 -3.48194 -1.16223 0.00 -0.04 -0.01
H -1.95646 -4.88018 -0.23916 -0.03 -0.01 -0.02
H -0.82471 -3.71770 -0.95367 0.00 -0.03 -0.05